# 1
The following is a quantum chemistry calculation of an isolated ion of composition C3H7N2O and charge +1 at a distorted geometry, from OMol25.

- Charge: +1
- SMILES string: NCC=[N+]=CO
- LUMO level: -4.1 eV
- HOMO: -15.75 eV
- Orbital gap: 0.42785 Ha

Atoms and positions in Å:
O  -0.177  -2.249  -0.327
N  -0.408  -0.598  1.273
N  0.481  0.214  -0.916
C  -0.545  0.663  1.102
C  -0.063  1.285  -0.177
C  0.364  -1.356  0.395
H  -1.024  1.291  1.856
H  -0.210  -0.055  -1.706
H  -0.784  2.016  -0.624
H  -1.190  -1.983  -0.362
H  1.360  0.282  -1.206
H  0.724  2.054  0.081
H  1.471  -1.564  0.611

Force components x, y, z for each atom (eV/Å):
-3.82 -0.51 -0.66
0.98 0.53 0.04
-5.99 -1.70 -1.26
-0.44 -0.84 0.27
1.02 2.62 1.33
1.40 2.30 1.00
-0.06 -0.36 -0.09
2.05 0.36 1.43
0.00 -1.31 -0.04
2.45 -1.34 -0.10
4.48 0.66 -1.87
-0.34 -0.95 0.05
-1.73 0.53 -0.11

***

# 2
The following is a quantum chemistry calculation of a 2-piece molecular cluster, C3H7N2O overall at a distorted geometry, from OMol25.

- Charge: +1
- LUMO level (spin up / spin down): -6.9 / -4.1 eV
- HOMO (spin up / spin down): -14.98 / -15.11 eV
- Orbital gap (spin up / spin down): 0.29854 / 0.40365 Ha

Atoms and positions in Å:
O  -1.933  -0.270  0.817
N  -1.639  0.442  -0.374
N  0.331  -0.821  0.126
C  -1.140  -0.894  -0.190
C  0.616  0.640  0.415
C  -0.554  1.384  -0.146
H  1.619  0.939  0.196
H  0.882  -1.293  -0.619
H  -0.269  1.847  -1.169
H  -0.724  2.235  0.447
H  -2.475  -2.376  -1.744
H  0.604  0.611  1.456
H  0.302  -1.460  1.083

Force components x, y, z for each atom (eV/Å):
1.28 -2.62 0.45
0.11 0.23 -2.06
-0.93 -3.25 2.18
-1.84 3.30 0.71
0.09 -1.13 0.44
1.64 0.47 -3.26
0.49 0.01 -0.92
-0.29 0.35 0.64
-0.70 -0.99 1.36
-1.10 0.83 0.98
0.49 0.41 0.51
-0.25 0.51 1.91
1.01 1.88 -2.94

***

# 3
The following is a quantum chemistry calculation of a 2-piece molecular cluster, C3H7N2O overall at a distorted geometry, from OMol25.

- Charge: +1
- LUMO level (spin up / spin down): -5.3 / -6.0 eV
- HOMO (spin up / spin down): -13.63 / -13.34 eV
- Orbital gap (spin up / spin down): 0.30440 / 0.27111 Ha

Atoms and positions in Å:
O  -1.752  -0.582  0.482
N  -0.787  -1.187  0.021
N  2.062  -0.316  0.393
C  1.017  -0.082  0.953
C  2.965  -0.052  -0.441
C  -2.118  0.486  -0.354
H  -1.479  0.441  -1.175
H  0.732  0.268  1.973
H  -3.145  0.646  -0.660
H  3.853  -0.524  -0.662
H  2.806  0.735  -1.161
H  -1.977  1.466  -0.054
H  -0.582  -2.067  0.612

Force components x, y, z for each atom (eV/Å):
-3.36 0.95 2.25
4.55 -2.29 -0.28
0.44 1.37 0.18
-2.33 -2.16 0.90
-0.76 1.08 -1.23
-0.94 0.82 -1.69
0.66 -0.46 -1.83
0.68 0.23 -1.01
-0.57 -1.65 0.14
1.60 -1.94 0.41
-0.42 0.64 0.27
1.12 1.78 2.38
-0.66 1.62 -0.50

***

# 4
The following is a quantum chemistry calculation of a 2-piece molecular cluster, C3H7N2O overall at a distorted geometry, from OMol25.

- Charge: +1
- LUMO level: -4.3 eV
- HOMO: -14.64 eV
- Orbital gap: 0.37882 Ha

Atoms and positions in Å:
O  -0.623  2.930  -0.481
N  0.134  -1.865  0.796
N  1.000  -0.426  -0.629
C  1.224  -1.510  0.130
C  -0.405  -0.108  -0.389
C  -0.905  -0.991  0.522
H  1.413  -0.195  -1.565
H  -1.137  3.620  -0.976
H  -0.184  3.406  0.241
H  2.053  -1.786  0.810
H  -0.042  -2.788  1.217
H  -1.886  -1.171  0.994
H  -0.641  0.884  -0.668

Force components x, y, z for each atom (eV/Å):
-0.53 1.02 -0.47
-1.75 -0.03 -0.55
-2.72 -0.73 0.29
1.28 -0.41 1.89
1.89 -0.42 0.48
-0.12 -0.17 -0.65
0.12 0.00 1.70
0.75 -0.94 0.74
-0.20 -0.06 -0.28
0.90 -0.26 -2.12
0.70 0.81 0.24
0.73 0.56 -0.56
-1.06 0.61 -0.69

***

# 5
The following is a quantum chemistry calculation of an isolated ion of composition C3H7N2O2 and charge -1, from OMol25.

- Charge: -1
- SMILES string: NC(=O)CNC[O-]
- LUMO level: 4.0 eV
- HOMO: -2.86 eV
- Orbital gap: 0.25112 Ha

Atoms and positions in Å:
O  0.014  2.166  1.353
O  -1.778  -1.145  -1.986
N  0.920  0.134  1.737
N  0.253  -0.687  -0.755
C  0.428  1.103  0.915
C  -1.312  -1.037  -0.776
C  0.513  0.711  -0.549
H  0.891  0.209  2.736
H  1.151  -0.740  1.291
H  0.462  -0.909  -1.722
H  -1.313  -1.979  -0.178
H  -1.727  -0.202  -0.151
H  1.563  0.924  -0.790
H  -0.063  1.449  -1.125

Force components x, y, z for each atom (eV/Å):
0.08 0.16 -0.28
-0.11 0.07 -0.23
0.25 -0.16 -0.24
-0.59 -0.29 -0.07
-0.18 -0.25 0.70
0.94 0.17 0.04
0.38 0.65 0.06
-0.13 0.21 -0.05
-0.19 -0.15 -0.03
0.14 -0.06 -0.09
-0.22 0.05 0.17
-0.13 -0.15 0.13
0.11 0.01 -0.15
-0.35 -0.25 0.04

***

# 6
The following is a quantum chemistry calculation of C3H7N2O2 as an isolated structure at a distorted geometry, from OMol25.

- Charge: -1
- LUMO level: 3.5 eV
- HOMO: -4.07 eV
- Orbital gap: 0.27810 Ha

Atoms and positions in Å:
O  -2.639  -1.890  1.255
O  -0.865  -1.448  2.633
N  1.348  1.697  -1.885
N  -0.688  -1.093  0.429
C  0.401  -0.183  0.369
C  -1.533  -1.385  1.537
C  0.244  0.962  -0.633
H  0.241  0.797  -1.693
H  1.985  0.982  -2.144
H  0.559  0.114  1.486
H  1.429  -0.758  -0.009
H  1.204  1.562  -0.568
H  -1.218  -1.126  -0.456
H  -0.468  1.768  -0.322

Force components x, y, z for each atom (eV/Å):
-0.10 1.07 0.02
-1.39 1.19 -0.78
0.61 2.89 0.13
-1.19 0.80 -2.96
3.01 -1.39 1.16
2.04 -2.75 1.87
-2.34 -0.01 2.34
-2.11 -1.54 -1.13
0.80 -1.60 0.23
0.06 -0.16 -2.03
-2.06 1.17 1.06
1.76 1.08 0.00
0.35 -0.08 0.81
0.54 -0.68 -0.72

***

# 7
The following is a quantum chemistry calculation of an isolated ion of composition C3H7N2O2 and charge -2 at a distorted geometry, from OMol25.

- <S²>: 0.755
- Charge: -2
- Spin multiplicity: 2
- LUMO level (spin up / spin down): 7.5 / 7.3 eV
- HOMO (spin up / spin down): 1.28 / 1.29 eV
- Orbital gap (spin up / spin down): 0.22735 / 0.22171 Ha

Atoms and positions in Å:
O  -2.487  -0.357  -1.802
O  -0.117  1.038  1.822
N  -0.730  0.514  -0.400
N  2.652  -0.536  -0.100
C  0.142  0.235  0.778
C  -1.826  -0.490  -0.644
C  1.641  0.412  0.347
H  2.079  1.292  0.817
H  1.492  0.542  -0.772
H  -1.176  1.392  -0.163
H  -2.513  -0.443  0.249
H  -1.296  -1.475  -0.558
H  -0.025  -0.840  1.026
H  2.164  -1.283  -0.599

Force components x, y, z for each atom (eV/Å):
-0.10 0.15 0.02
0.24 0.11 0.22
0.23 -0.45 -0.35
0.01 -0.31 1.47
-0.85 0.04 0.87
0.00 -0.09 -0.26
1.00 -0.54 -2.83
0.02 -0.12 0.15
-0.57 1.47 0.45
-0.02 0.06 0.04
0.02 -0.07 0.11
0.04 -0.01 0.09
0.23 -0.21 -0.19
-0.25 -0.05 0.21

***

# 8
The following is a quantum chemistry calculation of an isolated ion of composition C3H7N2O2 and charge +1 at a distorted geometry, from OMol25.

- Charge: +1
- SMILES string: OC1=CN[C@@H](O)[NH2+]1
- LUMO level: -3.6 eV
- HOMO: -13.11 eV
- Orbital gap: 0.35111 Ha

Atoms and positions in Å:
O  -1.622  -0.312  -1.348
O  1.690  -1.557  1.273
N  0.189  1.026  -0.708
N  -0.408  -0.891  0.529
C  0.969  -0.592  0.712
C  1.276  0.516  -0.059
C  -0.933  0.345  -0.289
H  2.759  -1.423  1.276
H  -1.031  -0.871  1.458
H  -1.627  0.868  0.328
H  2.294  0.997  -0.096
H  0.195  0.817  -1.680
H  -0.617  -1.746  -0.064
H  -2.312  0.251  -1.548

Force components x, y, z for each atom (eV/Å):
2.70 -0.46 1.59
3.37 0.05 0.85
-0.80 1.55 -0.85
-3.28 -0.16 1.79
2.50 2.26 -2.30
2.60 -2.23 3.05
-1.49 -2.84 -0.56
-3.99 -0.12 -0.23
1.89 -0.71 -2.33
-0.32 0.59 0.67
-1.36 -0.65 -0.16
0.67 0.42 -1.37
0.27 0.72 1.06
-2.75 1.57 -1.20

***

# 9
The following is a quantum chemistry calculation of an isolated ion of composition C3H7N2O2 and charge +1 at a distorted geometry, from OMol25.

- Charge: +1
- SMILES string: OC1=CN[C@@H](O)[NH2+]1
- LUMO level: -3.4 eV
- HOMO: -12.67 eV
- Orbital gap: 0.33898 Ha

Atoms and positions in Å:
O  1.901  0.829  -0.472
O  -2.468  0.453  -0.086
N  0.660  -1.141  0.147
N  -0.204  0.980  0.345
C  -0.705  -1.214  -0.035
C  -1.267  0.013  -0.004
C  1.088  0.186  0.399
H  -1.199  -1.958  -0.566
H  -0.319  1.570  1.230
H  -0.073  1.517  -0.616
H  1.647  0.035  1.406
H  -3.066  -0.293  -0.413
H  2.876  0.586  -0.645
H  1.129  -1.564  -0.691

Force components x, y, z for each atom (eV/Å):
1.76 0.40 -2.09
-3.33 -0.08 -0.84
1.55 -2.75 -2.32
0.33 1.89 -1.07
-1.06 3.41 -0.71
2.64 -2.72 1.56
1.99 -1.19 2.84
-0.49 -1.88 -0.17
-0.14 -0.58 -1.79
-0.17 -0.07 2.66
-1.50 1.51 -0.94
0.89 1.57 0.61
-2.32 0.02 1.06
-0.15 0.48 1.19

***

For each record above, in turn, the calculated calculated total energy values are -302.9485; -302.6876; -302.7384; -302.9844; -378.5213; -378.3502; -378.2721; -378.1772; -378.1695 Eh.
For each record above, in turn, the calculated energy above the lowest of the compared OMol25 structures with the same formula, charge and spin values are 240.30; 925.18; 791.83; 146.16; 149.27; 598.28; 354.36; 201.31; 221.40 kJ/mol.